C5H9NO | wB97M-V/def2-TZVPD

The charge is 0. For the total energy, the calculation gives -325.80072 Ha. The value obtained for the LUMO energy is 0.0220 Eh. As for the energy above the lowest of the compared OMol25 structures with the same formula, charge and spin: 3.723 eV.

Last column: natural (NBO) charge in e.
Positions of all 16 atoms, in Å:
C: -0.218 -0.947 -1.306  -0.38
C: 0.009 -0.270 -0.189  0.03
C: -0.645 -0.553 1.128  -0.11
O: -1.681 0.408 1.236  -0.72
C: 0.996 0.868 -0.156  -0.54
C: 2.062 -0.058 0.268  0.28
N: 2.831 -0.860 0.589  -0.33
H: 0.231 -0.640 -2.251  0.20
H: -0.840 -1.830 -1.309  0.21
H: -1.019 -1.583 1.122  0.18
H: 0.066 -0.458 1.966  0.18
H: -1.932 0.487 2.162  0.47
H: 0.798 1.660 0.584  0.26
H: 1.259 1.322 -1.120  0.26
H: -0.902 1.638 -1.326  -0.04
H: -1.173 0.978 -1.534  0.03


C19H28LaN2 | wB97M-V/def2-TZVPD

The charge is -1. For the total energy, the calculation gives -881.72024 Ha. The value obtained for the LUMO energy (alpha / beta) is 0.0982 / 0.1007 Eh.

Last column: Löwdin charge in e.
Positions of all 50 atoms, in Å:
C: -0.415 0.795 -4.348  -0.27
C: 0.993 0.974 -4.123  -0.26
C: 1.155 1.870 -3.021  -0.21
C: -0.145 2.245 -2.563  -0.21
C: -1.114 1.578 -3.372  -0.25
La: -0.095 -0.854 -2.007  1.78
N: -2.851 -1.050 -1.803  -0.43
C: 0.378 -2.872 -3.009  -0.50
C: 1.605 -2.239 -3.326  -0.31
H: 2.103 2.271 -2.659  0.08
H: 1.793 0.570 -4.744  0.08
H: -0.359 2.967 -1.775  0.08
H: -2.195 1.681 -3.298  0.08
H: -0.867 0.225 -5.161  0.09
H: 1.526 -1.816 -4.350  0.04
H: -0.029 -3.232 -1.991  0.02
H: -3.029 -2.200 -2.366  -0.09
H: 2.281 -2.839 -2.689  0.04
H: -0.503 -2.823 -3.659  0.02
C: -2.158 1.456 4.317  -0.07
C: -1.293 1.520 3.088  -0.29
C: -0.791 2.754 2.660  -0.06
C: 0.046 2.848 1.542  -0.29
C: 0.558 4.202 1.133  -0.07
C: 0.399 1.684 0.861  -0.02
C: -0.089 0.406 1.252  -0.31
C: -0.968 0.369 2.371  -0.02
N: 0.318 -0.725 0.545  -0.16
C: 0.641 -1.992 1.251  -0.67
C: 1.225 -1.769 2.648  -0.06
C: -0.618 -2.859 1.363  -0.06
C: 1.694 -2.741 0.422  -0.07
H: -1.600 1.760 5.214  0.07
H: -3.018 2.133 4.231  0.07
H: -2.534 0.441 4.481  0.07
H: -1.055 3.660 3.214  0.11
H: -0.270 4.917 1.023  0.08
H: 1.236 4.618 1.892  0.08
H: 1.101 4.154 0.183  0.07
H: 1.103 1.744 0.023  0.09
H: -1.398 -0.584 2.688  0.09
H: 0.489 -1.342 3.335  0.06
H: 1.551 -2.734 3.060  0.08
H: 2.091 -1.098 2.599  0.09
H: -1.118 -2.989 0.390  0.07
H: -0.342 -3.848 1.756  0.08
H: -1.347 -2.411 2.046  0.06
H: 1.298 -3.156 -0.523  0.04
H: 2.545 -2.083 0.188  0.09
H: 2.072 -3.587 1.014  0.08


C42H34BrN3O2PrS2Si | wB97M-V/def2-TZVPD

The charge is -1. For the total energy, the calculation gives -6112.78837 Ha. The value obtained for the LUMO energy (alpha / beta) is 0.0699 / 0.0701 Eh. As for the multiplicity: 3. As for the energy above the lowest of the compared OMol25 structures with the same formula, charge and spin: 0.409 eV.

Last column: Löwdin spin population.
Positions of all 86 atoms, in Å:
Pr: 0.781 -0.009 0.160  2.03
C: 1.305 -1.905 3.137  0.00
C: 0.308 -2.711 2.351  0.00
C: 0.099 -4.056 2.602  0.00
C: -0.786 -4.751 1.798  0.00
C: -1.444 -4.091 0.777  0.00
C: -1.198 -2.746 0.588  0.00
N: -0.342 -2.078 1.365  0.00
C: -1.870 -1.963 -0.506  0.00
C: -2.781 -2.558 -1.363  0.00
C: -3.304 -1.807 -2.391  0.00
C: -2.942 -0.483 -2.519  0.00
C: -2.086 0.062 -1.577  0.00
N: -1.581 -0.666 -0.588  0.00
C: -1.699 1.512 -1.645  0.00
C: -2.378 2.372 -2.488  0.00
C: -1.949 3.680 -2.598  0.00
C: -0.845 4.086 -1.879  0.00
C: -0.218 3.180 -1.034  0.00
C: 1.033 3.560 -0.301  0.00
N: -0.672 1.925 -0.891  0.00
H: 1.536 -2.382 4.088  0.00
H: 0.914 -0.909 3.334  0.00
H: 2.246 -1.800 2.588  0.00
H: 0.639 -4.545 3.401  0.00
H: -0.951 -5.810 1.952  0.00
H: -2.107 -4.632 0.122  0.00
H: -3.042 -3.601 -1.265  0.00
H: -3.977 -2.259 -3.109  0.00
H: -3.294 0.098 -3.356  0.00
H: -3.231 2.031 -3.054  0.00
H: -2.462 4.369 -3.260  0.00
H: -0.449 5.090 -1.973  0.00
H: 1.272 4.609 -0.465  0.00
H: 1.873 2.963 -0.668  0.00
H: 0.949 3.376 0.766  0.00
S: 0.825 0.302 -2.812  0.00
C: 1.667 -1.086 -3.519  0.00
C: 2.289 -0.935 -4.770  0.00
C: 2.944 -1.980 -5.404  0.00
C: 3.000 -3.224 -4.783  0.00
C: 2.398 -3.391 -3.545  0.00
C: 1.723 -2.345 -2.891  0.00
S: 0.974 -2.672 -1.324  -0.01
H: 2.250 0.044 -5.236  0.00
H: 3.418 -1.822 -6.367  0.00
H: 3.518 -4.053 -5.252  0.00
H: 2.447 -4.350 -3.041  0.00
Br: 3.094 3.798 6.656  0.00
C: 1.496 3.185 5.832  0.00
C: 0.293 3.357 6.499  0.00
C: -0.877 2.906 5.903  0.00
C: -0.838 2.291 4.659  0.00
C: 0.375 2.135 4.004  0.00
C: 1.559 2.581 4.588  0.00
C: 0.410 1.471 2.655  0.00
O: -0.628 0.912 2.220  0.00
O: 1.508 1.479 2.015  0.00
H: 0.274 3.836 7.469  0.00
H: -1.821 3.034 6.418  0.00
H: -1.737 1.923 4.179  0.00
H: 2.499 2.440 4.065  0.00
C: 5.498 1.216 4.321  0.00
C: 5.067 2.199 3.432  0.00
C: 4.603 1.842 2.170  0.00
C: 4.564 0.505 1.741  0.00
C: 5.016 -0.460 2.650  0.00
C: 5.474 -0.114 3.922  0.00
Si: 3.756 0.065 0.051  -0.01
C: 4.684 -1.544 -0.433  0.00
C: 5.864 -1.510 -1.195  0.00
C: 6.518 -2.674 -1.595  0.00
C: 6.005 -3.918 -1.242  0.00
C: 4.837 -3.984 -0.492  0.00
C: 4.189 -2.813 -0.108  0.00
H: 5.848 1.489 5.311  0.00
H: 5.081 3.243 3.732  0.00
H: 4.255 2.624 1.497  0.00
H: 5.021 -1.507 2.353  0.00
H: 5.818 -0.887 4.600  0.00
H: 4.493 1.034 -0.834  0.00
H: 6.274 -0.547 -1.486  0.00
H: 7.422 -2.611 -2.193  0.00
H: 6.501 -4.827 -1.565  0.00
H: 4.409 -4.948 -0.236  0.00
H: 3.250 -2.900 0.425  0.00


C3H5O2S2 | wB97M-V/def2-TZVPD

The charge is -1. For the total energy, the calculation gives -1064.15722 Ha. The value obtained for the LUMO energy (alpha / beta) is 0.1180 / 0.1180 Eh. As for the energy above the lowest of the compared OMol25 structures with the same formula, charge and spin: 2.219 eV.

Last column: natural (NBO) charge in e.
Positions of all 12 atoms, in Å:
C: 0.123 -0.744 0.754  0.46
C: -1.137 -1.128 -0.053  -0.72
C: 0.281 0.629 0.957  -0.61
O: 0.846 -1.612 1.251  -0.67
O: 0.551 0.582 -2.186  -0.95
S: 1.798 2.892 -1.155  -0.58
S: 1.611 0.924 -1.206  1.02
H: -2.126 -0.898 0.638  0.20
H: -1.063 -0.525 -0.978  0.25
H: -1.310 -2.225 -0.408  0.21
H: -0.618 1.252 0.848  0.20
H: 1.044 0.854 1.539  0.19


C3H4O2 | wB97M-V/def2-TZVPD

The charge is 0. For the total energy, the calculation gives -267.03686 Ha. The value obtained for the LUMO energy (alpha / beta) is -0.0079 / -0.0079 Eh. As for the energy above the lowest of the compared OMol25 structures with the same formula, charge and spin: 4.243 eV.

Last column: natural (NBO) charge in e.
Positions of all 9 atoms, in Å:
O: 2.473 -0.912 -0.978  -0.51
C: 1.583 -0.468 -0.408  0.58
C: -0.167 0.874 0.191  -0.23
C: -0.708 -0.456 0.305  -0.06
O: -0.242 -1.310 -0.552  -0.65
H: -0.053 1.274 -0.811  0.22
H: -0.248 1.599 1.004  0.22
H: -1.658 0.183 -0.032  0.26
H: -0.950 -0.777 1.333  0.17


C10H11BrF3O5P2S | wB97M-V/def2-TZVPD

The charge is -1. For the total energy, the calculation gives -4718.29585 Ha. The value obtained for the LUMO energy is -0.0097 Eh. As for the energy above the lowest of the compared OMol25 structures with the same formula, charge and spin: 1.741 eV.

Last column: natural (NBO) charge in e.
Positions of all 33 atoms, in Å:
O: -3.928 -4.713 -2.913  -0.50
C: -3.122 -4.047 -2.222  0.53
C: -3.155 -2.440 -2.149  -0.24
C: -1.917 -1.773 -2.047  -0.37
P: -1.656 0.087 -1.889  0.78
S: -2.153 0.548 -0.036  -0.53
C: -0.591 -2.692 -2.028  0.53
O: 0.468 -2.340 -2.581  -0.49
C: -0.757 -4.067 -1.192  -0.44
P: 0.721 -4.602 -0.141  1.01
O: 0.883 -3.308 1.005  -0.95
Br: 2.660 -4.510 -1.330  -0.20
C: -1.996 -4.729 -1.291  -0.21
H: -4.123 -1.843 -2.146  0.26
H: -0.237 0.365 -1.994  0.05
H: -2.405 0.869 -2.822  0.01
H: -0.021 -3.178 1.376  0.50
H: -2.184 -5.682 -0.700  0.25
C: 2.558 1.863 1.097  -0.65
C: 2.939 2.893 2.148  -0.06
O: 2.386 4.175 1.917  -0.59
C: 1.005 4.430 2.315  0.32
O: 0.795 4.086 3.567  -0.89
C: -0.049 3.821 1.319  0.91
F: 0.377 3.927 0.027  -0.37
F: -1.225 4.498 1.366  -0.35
F: -0.345 2.520 1.515  -0.34
H: 2.556 2.301 0.096  0.20
H: 3.260 1.023 1.117  0.18
H: 1.568 1.452 1.287  0.22
H: 4.024 3.035 2.087  0.15
H: 2.741 2.526 3.160  0.19
H: 0.925 5.508 2.079  0.08


C5H16NO4 | wB97M-V/def2-TZVPD

The charge is 0. For the total energy, the calculation gives -555.67715 Ha. The value obtained for the LUMO energy (alpha / beta) is -0.0083 / -0.1608 Eh. As for the multiplicity: 2. As for the energy above the lowest of the compared OMol25 structures with the same formula, charge and spin: 0.240 eV.

Last column: Löwdin spin population.
Positions of all 26 atoms, in Å:
C: -1.337 -0.907 1.258  0.02
O: -0.508 -0.022 1.864  0.13
C: -1.035 -1.004 -0.241  0.02
C: 0.395 -1.087 -0.681  0.01
C: 0.694 -0.729 -2.079  0.11
C: 1.655 -1.415 -2.776  0.48
N: 0.127 0.431 -2.479  0.14
H: -2.393 -0.580 1.326  0.01
H: -1.278 -1.930 1.656  0.00
H: -1.357 0.006 -0.551  0.00
H: -1.736 -1.676 -0.773  0.00
H: 1.015 -0.435 -0.034  0.00
H: 0.907 -1.983 -0.315  0.00
H: 2.198 -0.862 -3.541  0.02
H: 1.838 -2.454 -2.542  0.02
H: -0.097 1.064 -1.700  0.00
H: 0.451 0.798 -3.364  0.00
H: 1.103 0.702 2.043  0.00
H: 2.445 0.257 1.432  0.00
O: 2.018 1.008 1.845  0.00
H: -1.094 1.114 2.728  0.00
H: -2.045 2.432 2.459  0.00
O: -1.666 1.851 3.118  0.01
H: 0.636 2.028 0.274  0.00
H: -0.608 1.301 0.813  0.00
O: -0.325 2.093 0.260  0.00


C5H5N3 | wB97M-V/def2-TZVPD

The charge is 0. For the total energy, the calculation gives -357.68268 Ha. The value obtained for the LUMO energy is -0.0527 Eh. As for the energy above the lowest of the compared OMol25 structures with the same formula, charge and spin: 2.447 eV.

Last column: natural (NBO) charge in e.
Positions of all 13 atoms, in Å:
H: 2.176 1.990 0.424  0.35
N: 1.215 1.886 0.145  -0.53
C: 1.272 0.656 -0.103  0.32
N: 2.385 -0.278 -0.045  -0.50
C: 1.589 -1.407 0.013  0.26
N: 0.213 -1.359 0.119  -0.45
C: -0.028 -0.122 -0.226  0.23
C: -1.311 0.377 -0.221  -0.30
C: -2.439 -0.186 0.126  -0.25
H: 2.291 -2.317 -0.260  0.21
H: -1.360 1.519 -0.399  0.24
H: -2.631 -1.194 0.544  0.22
H: -3.373 0.435 -0.117  0.21


CH4O2 | wB97M-V/def2-TZVPD

The charge is 0. For the total energy, the calculation gives -190.92374 Ha. The value obtained for the LUMO energy is 0.0176 Eh. As for the energy above the lowest of the compared OMol25 structures with the same formula, charge and spin: 0.725 eV.

Last column: natural (NBO) charge in e.
Positions of all 7 atoms, in Å:
C: 0.212 -0.327 -1.257  0.24
O: 1.147 0.540 -1.450  -0.51
H: 0.099 -0.870 -0.335  0.13
H: -0.511 -0.375 -2.162  0.14
O: -0.481 0.728 1.631  -0.92
H: -0.920 -0.069 1.894  0.46
H: 0.453 0.374 1.680  0.47